Below is C3H6N3 as an isolated structure in a non-equilibrium geometry, with properties calculated with wB97M-V/def2-TZVPD.

Geometry (Å):
C 1.64001 0.08823 0.68768
C 0.04479 -0.94159 -0.32081
C -1.53019 0.85975 -0.29127
N 0.65155 0.93737 0.67870
N 1.31380 -1.08235 0.05067
N -0.31392 0.24907 -0.01973
H 2.59030 0.35759 1.21454
H -0.86422 -1.85162 -0.89325
H -1.67879 1.74373 0.35175
H -1.32324 1.13544 -1.39900
H -2.47941 0.34628 -0.28332
H 1.94932 -1.84191 0.22404

Calculated values
Total charge   +1
Energy relative to the best compared isomer or geometry (same formula, charge and spin)   37.9 kcal per mole
Frontier orbital gap   0.448 hartree
E   -7669.7326 eV

Atomic partial charges in e from the natural (NBO) method, atoms 1 to 6: atom 1 (C): 0.19, atom 2 (C): 0.29, atom 3 (C): -0.45, atom 4 (N): -0.19, atom 5 (N): -0.52, atom 6 (N): -0.16